1.
4 unconnected molecules or ions with the total composition C4H10O7, computed with ωB97M-V/def2-TZVPD.

HOMO: -1.730 eV
ΔE to the lowest compared entry with this formula, charge and spin: 69.6 kJ/mol
total charge: -2
energy: -18643.8349 eV
Kohn-Sham gap: 7.88 eV
LUMO: 6.15 eV

Structure (XYZ):
```
21
C4H10O7 ωB97M-V/def2-TZVPD
O -0.97 2.57 -0.90
C -1.40 1.40 -0.78
O -2.51 1.06 -1.19
C -0.59 0.31 -0.13
C 0.86 0.52 -0.38
C 1.63 -0.57 0.43
O 2.78 -0.14 0.89
O 1.20 -1.69 0.69
H -0.73 0.19 0.97
H -1.10 -0.74 -0.36
H 1.18 1.53 0.10
H 1.23 0.37 -1.37
H 0.65 -2.34 -1.78
H 0.96 -2.87 -0.48
O 0.51 -3.13 -1.27
H 1.61 -2.64 2.05
H 2.86 -1.92 2.52
O 2.41 -2.88 2.61
H -3.12 3.69 -0.81
H -3.44 2.33 -0.41
O -3.80 3.26 -0.24
```



2.
C5H8N2 in the gas phase, computed with ωB97M-V/def2-TZVPD.

HOMO: -7.258 eV
structure (SMILES): Cn1cccc1N
ΔE to the lowest compared entry with this formula, charge and spin: 236.5 kJ/mol
energy: -8292.5454 eV
Kohn-Sham gap: 8.22 eV
LUMO: 0.96 eV

Structure (XYZ):
```
15
C5H8N2 ωB97M-V/def2-TZVPD
C -1.27 -1.22 0.56
N -0.22 -0.59 -0.25
C 1.03 -1.07 0.23
C 1.90 -0.02 0.25
C 1.24 1.11 -0.27
C -0.07 0.73 -0.51
N -1.16 1.47 -0.91
H -1.86 -0.47 1.12
H -2.01 -1.77 -0.08
H -0.30 -1.63 1.22
H 1.27 -2.09 -0.03
H 2.94 -0.06 0.55
H 1.66 2.09 -0.44
H -2.07 1.07 -0.72
H -1.08 2.46 -0.74
```



3.
C6H7N3O3 in the gas phase, computed with ωB97M-V/def2-TZVPD.

HOMO (spin up / spin down): -8.340 / -8.341 eV
ΔE to the lowest compared entry with this formula, charge and spin: 466.5 kJ/mol
energy: -16942.1590 eV
Kohn-Sham gap (spin up / spin down): 8.09 / 8.09 eV
LUMO (spin up / spin down): -0.25 / -0.25 eV

Structure (XYZ):
```
19
C6H7N3O3 ωB97M-V/def2-TZVPD
C 1.55 0.15 0.86
C 0.64 -0.93 0.87
C 1.62 1.24 -0.13
C -0.66 -0.79 0.17
C 0.40 1.25 -1.16
C -0.74 0.65 -0.32
N 2.05 -1.18 2.52
N 2.47 -0.05 1.84
N 0.94 -1.72 1.90
O 3.54 0.42 2.25
O 0.43 -2.75 2.41
O 2.50 2.05 -0.04
H -0.74 -1.69 -0.51
H -1.56 -1.02 0.81
H 0.39 2.30 -1.42
H 0.75 0.64 -2.07
H -1.65 0.93 -0.97
H -0.89 1.26 0.64
H 2.32 -1.42 3.46
```



4.
2 unconnected molecules or ions with the total composition C5H14NO, computed with ωB97M-V/def2-TZVPD.

HOMO (spin up / spin down): -3.026 / -9.950 eV
ΔE to the lowest compared entry with this formula, charge and spin: 344.1 kJ/mol
multiplicity: 2
energy: -8944.5476 eV
Kohn-Sham gap (spin up / spin down): 3.86 / 10.61 eV
LUMO (spin up / spin down): 0.84 / 0.66 eV

Structure (XYZ):
```
21
C5H14NO ωB97M-V/def2-TZVPD
C 0.49 -0.07 0.85
C 0.14 1.36 0.60
C -0.64 1.57 -0.69
C 1.45 1.32 -1.97
C 0.17 1.01 -1.81
N -0.83 -0.73 1.08
H 1.09 -0.25 -0.07
H 1.22 -0.39 1.58
H 1.04 1.92 0.63
H -0.35 1.88 1.55
H -1.66 1.18 -0.68
H -0.77 2.69 -0.84
H 1.95 2.01 -1.36
H 2.18 0.89 -2.69
H -0.44 0.31 -2.28
H -1.13 -0.79 2.06
H -0.90 -1.83 0.93
H -1.65 -0.28 0.62
H -0.51 -4.14 0.07
H -0.41 -4.11 1.56
O -0.44 -3.53 0.83
```



5.
A molecular structure, C16H19Br3N3O9V, computed with ωB97M-V/def2-TZVPD.

HOMO: -9.372 eV
ΔE to the lowest compared entry with this formula, charge and spin: 0.0 kJ/mol
energy: -275600.8287 eV
Kohn-Sham gap: 6.77 eV
LUMO: -2.60 eV

Structure (XYZ):
```
51
C16H19Br3N3O9V ωB97M-V/def2-TZVPD
O -1.98 -4.11 -2.35
V -2.77 -4.66 -1.06
O -1.82 -5.71 -0.30
C -0.14 -1.72 -0.10
C -1.67 -1.61 -0.01
O -2.35 -2.80 0.26
H 0.22 -2.31 -0.93
H 0.19 -2.09 0.87
H 0.28 -0.71 -0.20
H -2.11 -1.15 -0.90
H -1.93 -0.82 0.71
C 1.33 -2.02 3.78
N 0.31 -3.08 3.63
O 0.74 -4.19 3.42
O -0.85 -2.74 3.46
H 0.83 -1.06 3.87
H 2.01 -1.85 2.94
H 2.04 -2.25 4.58
C 4.85 0.92 -0.86
C 3.82 -0.03 -0.80
C 2.80 0.06 -1.77
C 2.77 1.06 -2.72
C 3.73 2.04 -2.71
C 4.77 1.93 -1.82
N 1.64 1.11 -3.69
O 0.65 0.46 -3.47
O 1.79 1.83 -4.67
H 5.66 0.89 -0.15
H 3.71 -0.79 -0.04
H 2.03 -0.70 -1.75
H 3.60 2.95 -3.28
H 5.48 2.74 -1.75
C -2.81 2.48 -0.46
C -3.44 3.60 -1.00
C -3.91 4.62 -0.18
C -3.82 4.46 1.20
C -3.17 3.36 1.76
C -2.66 2.37 0.94
N -4.42 5.45 2.10
O -4.30 5.23 3.29
O -5.03 6.40 1.66
H -2.50 1.67 -1.09
H -3.51 3.78 -2.07
H -4.39 5.52 -0.54
H -3.02 3.29 2.83
H -2.26 1.46 1.35
C 1.84 -4.61 -0.40
Br 2.87 -3.87 1.08
Br 1.53 -6.54 -0.26
Br 2.53 -4.03 -2.16
H 0.84 -4.24 -0.23
```



6.
C4H3NO2 in the gas phase, computed with ωB97M-V/def2-TZVPD.

HOMO (spin up / spin down): -9.320 / -9.198 eV
ΔE to the lowest compared entry with this formula, charge and spin: 485.5 kJ/mol
energy: -9776.6550 eV
Kohn-Sham gap (spin up / spin down): 7.74 / 7.63 eV
LUMO (spin up / spin down): -1.58 / -1.56 eV

Structure (XYZ):
```
10
C4H3NO2 ωB97M-V/def2-TZVPD
N 2.14 -0.26 -0.16
C 0.93 0.06 -0.01
C -0.19 -0.90 -0.04
C -1.40 -0.29 0.05
C -0.95 1.24 0.43
O -1.39 0.97 -0.79
O 0.47 1.31 0.35
H 2.75 0.56 -0.11
H 0.01 -1.97 0.04
H -2.37 -0.71 0.25
```



| no. | strongest force on any atom (hartree/bohr) |
| --- | --- |
| 1 | 0.1138 |
| 2 | 0.0823 |
| 3 | 0.0734 |
| 4 | 0.0857 |
| 5 | 0.1181 |
| 6 | 0.0126 |